[1]
{"formula": "C6H8", "method": "the ωB97M-V functional and the def2-TZVPD basis", "elements": ["C", "C", "C", "C", "C", "C", "H", "H", "H", "H", "H", "H", "H", "H"], "xyz": [[1.3911, -0.3554, 0.6230], [0.3839, -1.2248, 0.7108], [-0.7535, -0.8351, -0.1741], [-1.5004, 0.4547, 0.0613], [-0.3192, 0.4348, -0.8672], [1.0241, 0.8358, -0.2423], [2.3402, -0.4357, 1.1469], [0.3669, -2.1180, 1.3284], [-1.2827, -1.6113, -0.7197], [-1.3838, 0.9991, 0.9961], [-2.5068, 0.4940, -0.3482], [-0.4431, 0.5429, -1.9414], [0.8994, 1.7121, 0.4095], [1.7838, 1.1069, -0.9832]], "atomic_forces_ev_per_a": [[-0.141, -0.046, 0.112], [0.118, 0.115, -0.018], [-0.009, -0.234, -0.061], [-0.107, 0.073, 0.083], [0.063, 0.076, -0.103], [0.010, 0.004, -0.023], [-0.215, 0.077, 0.040], [0.075, 0.107, -0.119], [0.071, 0.092, 0.077], [0.044, -0.237, -0.042], [0.223, 0.099, -0.048], [-0.113, 0.080, 0.228], [0.069, -0.028, -0.172], [-0.089, -0.177, 0.046]], "smiles": "C1=C[C@H]2C[C@H]2C1", "multiplicity": 1, "lumo_ev": 1.26, "largest_force_ha_per_bohr": 0.005, "e_above_lowest_ev": 0.538}

[2]
{"formula": "C30H28FMnN8O4", "method": "the ωB97M-V functional and the def2-TZVPD basis", "elements": ["Mn", "C", "O", "C", "N", "C", "C", "C", "C", "C", "C", "C", "C", "C", "C", "C", "C", "N", "C", "N", "C", "C", "O", "C", "C", "C", "C", "C", "C", "H", "H", "H", "H", "H", "H", "H", "H", "H", "H", "H", "H", "H", "H", "H", "H", "H", "H", "H", "N", "N", "C", "N", "N", "N", "O", "O", "H", "H", "H", "H", "H", "F", "C", "C", "C", "C", "C", "C", "H", "H", "H", "H"], "xyz": [[0.5809, -0.5736, 0.5564], [4.3089, -2.6565, -1.0774], [3.1436, -3.5505, -1.0430], [2.1133, -2.7635, -0.7783], [2.3374, -1.5445, -0.4801], [3.7957, -1.3566, -0.4276], [4.1958, -0.0682, -1.0989], [4.9544, 0.8719, -0.4129], [5.3029, 2.0718, -1.0247], [4.8849, 2.3400, -2.3197], [4.1146, 1.4068, -3.0071], [3.7728, 0.2081, -2.3974], [0.7449, -3.3220, -0.7497], [0.4808, -4.6829, -0.7463], [-0.8448, -5.0606, -0.6041], [-1.8333, -4.0912, -0.4920], [-1.4622, -2.7543, -0.5304], [-0.1942, -2.3802, -0.6394], [-2.4974, -1.6900, -0.4957], [-2.3856, -0.5455, -1.0338], [-3.7273, 0.0689, -0.9345], [-4.4563, -0.8360, 0.0756], [-3.6575, -2.0475, 0.0678], [-3.7465, 1.5294, -0.5659], [-2.6302, 2.1984, -0.0900], [-2.7016, 3.5458, 0.2453], [-3.8960, 4.2360, 0.1113], [-5.0215, 3.5704, -0.3574], [-4.9445, 2.2290, -0.6975], [4.5820, -2.5206, -2.1230], [5.1156, -3.1385, -0.5353], [4.0768, -1.3120, 0.6273], [5.2754, 0.6692, 0.6026], [5.9067, 2.7914, -0.4873], [5.1727, 3.2656, -2.8016], [3.7999, 1.6055, -4.0237], [3.1838, -0.5243, -2.9404], [1.2817, -5.4008, -0.8422], [-1.1010, -6.1115, -0.5786], [-2.8759, -4.3456, -0.3700], [-4.1843, -0.0239, -1.9252], [-5.4696, -1.0971, -0.2142], [-4.4368, -0.4273, 1.0856], [-1.7093, 1.6570, 0.0717], [-1.8221, 4.0497, 0.6281], [-3.9532, 5.2836, 0.3750], [-5.9600, 4.0982, -0.4624], [-5.8241, 1.7208, -1.0775], [0.2357, 0.8077, -1.3978], [0.7083, 2.1102, -1.2325], [1.4867, 2.3965, -0.1636], [2.1924, 3.5183, -0.1706], [1.4045, 1.5050, 0.8201], [2.3569, 1.4810, 1.8053], [2.9928, 2.4782, 2.1107], [2.4794, 0.3940, 2.3350], [0.7183, 0.3469, -2.1640], [-0.7751, 0.7621, -1.5318], [0.6674, 2.7557, -2.0067], [2.3707, 4.0092, -1.0296], [2.7362, 3.7206, 0.6589], [-3.6412, -1.2619, 5.2165], [-2.7153, -1.1138, 4.2476], [-1.9130, -2.1846, 3.9104], [-0.9782, -2.0123, 2.8981], [-0.8039, -0.8128, 2.1816], [-1.6283, 0.2338, 2.6172], [-2.5789, 0.1099, 3.6238], [-2.0205, -3.1219, 4.4412], [-0.3542, -2.8747, 2.6669], [-1.5326, 1.2184, 2.1684], [-3.1984, 0.9424, 3.9337]], "atomic_forces_ev_per_a": [[-0.241, 0.486, 0.252], [-0.078, -0.057, -0.024], [0.265, 0.115, -0.127], [-0.119, -0.051, 0.150], [-0.213, 0.100, 0.470], [-0.085, -0.068, 0.015], [0.021, 0.025, 0.027], [-0.001, 0.050, -0.061], [-0.014, -0.040, 0.014], [0.002, -0.023, 0.004], [-0.003, -0.030, 0.047], [0.025, 0.046, -0.027], [0.113, -0.144, -0.021], [-0.056, 0.351, -0.088], [-0.199, -0.097, 0.016], [0.131, -0.167, 0.018], [-0.165, -0.114, -0.018], [-0.024, -0.012, -0.050], [0.181, -0.051, -0.081], [-0.134, 0.028, 0.068], [0.013, -0.014, 0.031], [0.006, 0.026, -0.040], [-0.014, 0.039, -0.027], [-0.073, 0.025, -0.049], [0.009, 0.064, 0.093], [0.004, -0.040, -0.007], [0.030, -0.021, -0.002], [-0.003, -0.029, -0.008], [0.032, 0.037, -0.028], [0.012, -0.018, -0.007], [-0.009, -0.015, -0.006], [0.047, 0.025, -0.006], [-0.001, -0.003, -0.004], [0.000, -0.001, -0.001], [-0.003, 0.000, -0.003], [0.002, 0.000, -0.001], [0.005, 0.003, -0.005], [0.012, -0.008, 0.016], [-0.059, 0.031, 0.009], [0.017, -0.060, -0.017], [-0.013, -0.050, -0.005], [-0.008, -0.002, 0.034], [0.032, -0.004, 0.028], [0.026, -0.020, -0.025], [-0.012, 0.008, 0.001], [-0.005, -0.004, 0.002], [0.004, 0.001, 0.000], [-0.001, 0.008, -0.001], [-0.013, -0.156, -0.038], [0.076, 0.061, -0.099], [-0.118, -0.036, 0.073], [0.040, 0.030, 0.090], [0.166, -0.306, -0.214], [0.099, 0.229, 0.082], [-0.052, -0.035, -0.017], [0.101, -0.049, -0.036], [-0.026, 0.041, 0.006], [0.022, -0.004, -0.010], [-0.019, -0.006, 0.038], [-0.006, -0.001, -0.004], [-0.021, 0.019, -0.068], [0.006, 0.003, 0.002], [0.058, 0.049, -0.073], [-0.064, 0.032, 0.070], [0.145, -0.113, -0.317], [0.167, -0.218, 0.051], [0.076, 0.247, -0.139], [-0.068, -0.086, 0.095], [0.006, -0.001, -0.014], [-0.027, 0.004, -0.037], [-0.015, -0.026, 0.020], [0.009, -0.001, -0.015]], "multiplicity": 6, "total_charge": 1, "lumo_ev": [-3.17, -3.26], "largest_force_ha_per_bohr": 0.012, "s2": 8.76, "e_above_lowest_ev": 0.000}

[3]
{"formula": "C4H12NO2", "method": "the ωB97M-V functional and the def2-TZVPD basis", "elements": ["C", "O", "C", "C", "C", "O", "N", "H", "H", "H", "H", "H", "H", "H", "H", "H", "H", "H", "H"], "xyz": [[-1.2716, -0.1869, -0.8211], [-2.2509, 0.7427, -1.2545], [-0.5242, 0.5716, 0.3022], [0.6754, -0.1611, 0.8999], [1.8947, -0.2487, 0.0065], [2.5071, 1.0249, -0.1554], [-1.5123, 0.8553, 1.3491], [-1.5315, -1.1828, -0.4215], [-0.6724, -0.3931, -1.7170], [-2.7010, 0.3970, -2.0296], [-0.1844, 1.5453, -0.0647], [0.9585, 0.0311, 1.9279], [0.3373, -1.2209, 0.7928], [2.6380, -0.9685, 0.3643], [1.5754, -0.6752, -0.9607], [3.3397, 0.9110, -0.5880], [-1.3232, 0.4780, 2.2737], [0.4772, -2.0626, -0.9881], [-2.4319, 0.5431, 1.0842]], "atomic_forces_ev_per_a": [[1.666, 0.744, -0.313], [-0.833, -0.531, 0.327], [0.080, 0.682, 0.654], [-0.178, -2.201, -1.524], [0.406, 0.470, -0.379], [-0.905, 0.081, 0.404], [-0.235, -0.016, 0.526], [-0.951, 0.415, -0.020], [0.520, -0.014, 0.332], [-0.032, -0.046, 0.007], [-0.071, -0.148, -0.380], [-0.334, 0.441, 0.122], [0.152, 0.195, 1.002], [-0.163, -0.012, 0.415], [0.032, 0.359, -0.091], [0.747, -0.066, -0.413], [0.323, -0.067, -0.407], [-0.004, -0.433, -0.158], [-0.219, 0.145, -0.105]], "multiplicity": 2, "lumo_ev": [0.83, -1.06], "largest_force_ha_per_bohr": 0.052, "s2": 0.75, "e_above_lowest_ev": 2.011}

[4]
{"formula": "C21H32N6O", "method": "the ωB97M-V functional and the def2-TZVPD basis", "elements": ["C", "C", "N", "C", "C", "C", "N", "C", "C", "C", "N", "N", "C", "C", "C", "N", "C", "O", "C", "C", "C", "C", "C", "C", "C", "C", "C", "N", "H", "H", "H", "H", "H", "H", "H", "H", "H", "H", "H", "H", "H", "H", "H", "H", "H", "H", "H", "H", "H", "H", "H", "H", "H", "H", "H", "H", "H", "H", "H", "H"], "xyz": [[-0.1429, 3.4971, -3.2562], [1.3518, 3.6961, -3.5017], [2.1049, 3.4853, -2.2963], [2.5143, 2.3112, -1.7774], [3.0925, 2.5813, -0.5535], [3.6423, 1.6046, 0.4403], [2.6314, 0.8585, 1.1837], [1.7279, 1.7401, 1.9071], [0.7835, 0.9419, 2.8032], [0.0366, -0.1555, 2.0439], [-0.9862, 0.3859, 1.1747], [-1.0019, 1.6653, 0.7899], [-2.0123, 1.7909, -0.0447], [-2.6832, 0.5757, -0.2228], [-1.9914, -0.3091, 0.5791], [-2.1925, -1.6595, 0.8284], [-3.0639, -2.4703, 0.1525], [-3.7654, -2.0873, -0.7517], [-3.0210, -3.9034, 0.6721], [-4.0110, -4.8158, -0.0736], [-3.1500, -5.8175, -0.8451], [-1.9082, -5.9647, 0.0276], [-1.6234, -4.5268, 0.4547], [1.0489, -0.9807, 1.2379], [1.8780, -0.0572, 0.3514], [2.9723, 3.9835, -0.4186], [3.4352, 4.8485, 0.6998], [2.3762, 4.4997, -1.4798], [-0.4852, 4.1938, -2.4954], [-0.3430, 2.4849, -2.9114], [-0.7000, 3.6723, -4.1724], [1.5439, 4.7207, -3.8273], [1.7091, 3.0007, -4.2669], [2.3930, 1.3906, -2.3134], [4.2526, 2.1378, 1.1743], [4.2777, 0.8706, -0.0657], [2.3344, 2.3971, 2.5353], [1.1275, 2.3571, 1.2236], [1.3613, 0.4599, 3.5937], [0.0662, 1.6262, 3.2566], [-0.4673, -0.8006, 2.7808], [-2.2287, 2.7426, -0.4874], [-3.5325, 0.3609, -0.8339], [-1.6387, -2.0695, 1.5656], [-3.2606, -3.8736, 1.7395], [-4.6397, -4.2236, -0.7373], [-4.6532, -5.3356, 0.6372], [-3.6636, -6.7629, -1.0105], [-2.8702, -5.4015, -1.8136], [-1.0682, -6.4145, -0.4997], [-2.1370, -6.5761, 0.9022], [-0.9984, -4.4772, 1.3470], [-1.1088, -4.0050, -0.3555], [0.5397, -1.7215, 0.6177], [1.7117, -1.4989, 1.9321], [2.5830, -0.6510, -0.2364], [1.2047, 0.4730, -0.3437], [4.4790, 4.6452, 0.9354], [3.3291, 5.8900, 0.4102], [2.8397, 4.6703, 1.5943]], "atomic_forces_ev_per_a": [[0.232, 0.033, -0.066], [-0.511, 0.095, -0.253], [0.409, -0.408, 0.233], [0.174, 0.141, 0.157], [-0.035, 0.006, -0.154], [-0.031, -0.058, -0.086], [0.095, -0.121, 0.156], [-0.046, 0.144, 0.118], [-0.103, 0.144, -0.175], [0.451, -0.268, 0.340], [-0.637, -0.445, -0.253], [0.217, 0.807, 0.110], [0.091, -0.312, 0.163], [-0.041, -0.271, 0.003], [-0.214, 0.397, -0.337], [0.388, 0.218, 0.345], [0.030, -0.412, 0.361], [-0.071, 0.168, -0.184], [-0.236, 0.074, -0.165], [-0.103, 0.055, -0.111], [-0.018, -0.085, 0.162], [0.046, 0.039, -0.137], [0.071, -0.140, 0.096], [-0.053, 0.154, -0.159], [-0.059, -0.220, 0.052], [-0.037, -0.351, -0.229], [-0.056, -0.044, -0.055], [-0.134, 0.776, 0.031], [-0.051, 0.061, 0.065], [-0.044, -0.087, 0.026], [-0.104, 0.014, -0.095], [0.088, -0.163, -0.001], [0.038, 0.116, 0.079], [-0.056, -0.196, -0.118], [0.062, -0.038, -0.074], [0.043, 0.072, 0.102], [-0.007, 0.033, 0.020], [0.220, -0.027, 0.163], [-0.028, -0.033, 0.016], [-0.003, -0.022, 0.071], [0.061, 0.131, -0.102], [-0.017, 0.224, -0.078], [-0.150, -0.091, -0.088], [-0.122, -0.063, -0.117], [0.032, 0.031, -0.042], [-0.059, -0.037, 0.092], [-0.012, -0.002, 0.019], [-0.012, -0.024, -0.099], [0.007, -0.007, -0.079], [0.053, -0.067, 0.052], [0.009, -0.063, 0.038], [0.085, 0.076, -0.020], [0.057, 0.027, 0.011], [-0.034, -0.049, 0.024], [0.013, -0.057, 0.016], [-0.038, 0.013, -0.037], [0.063, -0.065, -0.027], [0.052, 0.057, 0.076], [0.027, 0.082, 0.041], [0.009, 0.038, 0.106]], "smiles": "CCn1cc(CN2CCC(n3nccc3NC(=O)C3CCCC3)CC2)c(C)n1", "multiplicity": 1, "lumo_ev": 0.50, "largest_force_ha_per_bohr": 0.016, "e_above_lowest_ev": 0.065}